No. 1
# C3H10NO3

A 2-piece molecular cluster, C3H10NO3 overall at a distorted geometry (ωB97M-V/def2-TZVPD, the OMol25 dataset).

Its multiplicity is 1. As for the charge: -1. The frontier orbital gap comes out at 6.2 eV. The total energy is -400.67717 hartree.

```
17
C3H10NO3 (ωB97M-V/def2-TZVPD)
O 0.452 -0.630 2.682
O -1.289 -1.631 -0.808
O -1.719 1.953 -1.769
N 0.656 0.448 -0.854
C 1.145 0.017 1.826
C 0.602 -0.540 0.149
C -0.798 -0.988 0.448
H -1.047 -1.814 1.265
H 2.248 -0.186 1.712
H 1.208 1.316 -0.595
H 0.958 1.132 1.879
H -1.773 1.363 -1.139
H -1.487 -0.130 0.499
H -0.785 -1.220 -1.543
H 1.273 0.144 -1.588
H -1.024 2.235 -2.223
H 1.381 -1.470 0.061
```

No. 2
# C3H10NO3

A 2-piece molecular cluster, C3H10NO3 overall at a distorted geometry (ωB97M-V/def2-TZVPD, the OMol25 dataset).

Its multiplicity is 1. As for the charge: -1. The frontier orbital gap comes out at 8.1 eV. The total energy is -400.75947 hartree.

```
17
C3H10NO3 (ωB97M-V/def2-TZVPD)
O 1.109 -1.305 2.010
O 1.928 0.897 0.457
O -0.510 -2.086 0.159
N -1.211 1.726 -0.812
C -1.011 -1.024 -0.674
C 0.983 0.614 -0.745
C -0.502 0.426 -0.234
H 1.334 -0.276 -1.275
H -2.223 1.742 -0.647
H 1.789 0.138 1.086
H 1.001 1.479 -1.472
H -0.781 -1.134 -1.757
H -0.827 2.490 -0.265
H -2.125 -1.104 -0.451
H 1.371 -1.273 2.927
H 0.188 -1.772 0.832
H -0.513 0.460 0.861
```

No. 3
# C3H10NO3

A 2-piece molecular cluster, C3H10NO3 overall at a distorted geometry (ωB97M-V/def2-TZVPD, the OMol25 dataset).

Its multiplicity is 1. As for the charge: +1. The frontier orbital gap comes out at 10.6 eV. The total energy is -400.35447 hartree.

```
17
C3H10NO3 (ωB97M-V/def2-TZVPD)
O 2.980 0.354 -0.527
O 0.246 -1.968 0.555
O 1.688 0.259 0.118
N -0.415 -0.963 -1.256
C -0.288 -0.889 0.013
C -0.951 0.172 0.858
C -1.891 1.109 0.078
H -0.848 -0.146 -1.608
H 3.449 -0.370 -0.217
H -0.133 0.789 1.322
H -1.731 -0.233 1.446
H -2.666 0.622 -0.445
H -1.239 1.527 -0.641
H 3.265 1.173 -0.243
H 0.211 -1.643 -1.649
H 0.531 -1.721 1.420
H -2.208 1.929 0.776
```